#w
Density functional theory data (ωB97M-V/def2-TZVPD) for 10 unconnected molecules or ions with the total composition C26H76N4O10.

Output
Frontier orbital gap, eV: 9.3131
SMILES string: COC[C@H](C)N.COC[C@H](C)N.COC[C@H](C)N.COC[C@H](C)N.CCO.CCO.CCO.CCO.CCO.O
E_LUMO, Eh: 0.015
Molar mass, g mol⁻¹: 604.912
E_HOMO, eV: -8.91

The geometry in XYZ format:
```
116
C26H76N4O10 | OMol25 | ωB97M-V/def2-TZVPD
C -10.5790 -11.3665 17.7609
O -10.7712 -12.0250 19.0098
C -11.4569 -11.2068 19.9987
C -12.9810 -11.0642 19.6112
C -13.7802 -10.4220 20.6942
N -13.4236 -12.4074 19.4135
H -10.8238 -10.3197 17.9408
H -11.1124 -11.8177 16.9243
H -9.4906 -11.3474 17.7044
H -11.3369 -11.5471 21.0272
H -11.0628 -10.1944 20.0870
H -13.0816 -10.4928 18.6885
H -13.5813 -10.9613 21.6203
H -14.8400 -10.4950 20.4498
H -13.5211 -9.4171 21.0275
H -13.4769 -12.7893 20.3470
H -12.7344 -13.0401 19.0331
C -10.8749 0.9868 22.2246
O -10.0874 1.0184 21.0427
C -10.6757 1.1367 19.8177
C -9.9767 0.2334 18.7651
C -10.6622 0.2535 17.3889
N -9.9774 -1.1124 19.1599
H -10.4544 1.6844 22.9489
H -10.8499 -0.0474 22.5682
H -11.9328 1.1986 22.0691
H -11.7369 0.8967 19.7511
H -10.7088 2.2027 19.5926
H -8.9632 0.5704 18.5478
H -11.7109 -0.0321 17.4713
H -10.1224 -0.2766 16.6042
H -10.9421 1.2854 17.1768
H -9.5427 -1.6918 18.4560
H -9.3894 -1.4010 19.9287
C -15.4836 -3.6087 20.2792
O -16.7215 -4.1795 20.2987
C -17.8195 -3.7147 19.5833
C -18.1210 -2.2368 19.9787
C -18.3972 -2.0872 21.4425
N -19.1852 -1.7477 19.1382
H -15.0994 -3.1126 19.3879
H -14.7959 -4.3957 20.5888
H -15.4229 -2.8481 21.0576
H -17.5055 -3.7579 18.5404
H -18.6369 -4.4168 19.7476
H -17.3044 -1.5903 19.6574
H -17.5114 -2.2290 22.0615
H -18.9967 -2.9226 21.8042
H -19.0385 -1.2280 21.6390
H -18.8528 -1.9787 18.2128
H -19.0930 -0.7419 19.1412
C -12.9026 -7.0344 13.9047
O -14.1818 -6.9864 14.5854
C -14.1796 -6.2502 15.8285
C -13.3225 -6.9707 16.9099
C -13.7020 -8.4654 17.0478
N -13.6181 -6.3106 18.1719
H -13.1407 -7.8082 13.1749
H -12.0411 -7.3025 14.5162
H -12.6560 -6.0834 13.4324
H -13.8056 -5.2532 15.5957
H -15.2391 -6.1238 16.0513
H -12.2755 -6.8476 16.6331
H -13.8898 -8.8924 16.0627
H -14.5446 -8.7677 17.6696
H -12.7801 -8.8768 17.4588
H -13.4694 -5.3371 17.9478
H -14.5835 -6.3496 18.4662
C -6.8967 -2.7419 19.2154
C -6.5183 -2.7709 17.7630
O -6.8843 -1.5818 17.1294
H -6.9304 -1.7624 19.6924
H -6.3940 -3.5713 19.7128
H -7.9402 -3.0416 19.3122
H -7.0554 -3.4916 17.1462
H -5.4853 -3.0998 17.6499
H -6.4338 -0.8843 17.6111
C -7.7599 -7.4949 20.7082
C -6.9963 -6.5018 21.5149
O -6.6044 -6.9198 22.8572
H -7.3682 -8.5070 20.8098
H -7.6162 -7.2258 19.6618
H -8.8060 -7.5226 21.0133
H -7.4364 -5.5121 21.6368
H -6.1383 -6.2342 20.8983
H -6.8567 -7.8431 22.9310
C -9.8946 -4.0667 15.1663
C -9.1163 -5.3377 15.5336
O -7.9067 -5.3150 14.8310
H -9.2033 -3.2260 15.2263
H -10.6900 -3.9815 15.9066
H -10.2277 -4.1127 14.1295
H -9.7082 -6.2154 15.2737
H -8.9666 -5.4097 16.6109
H -7.4909 -6.1801 14.8162
C -11.9948 -3.8298 21.9768
C -10.8664 -4.3121 21.0586
O -11.2403 -4.0042 19.7590
H -12.1569 -2.7520 21.9728
H -11.6408 -4.0120 22.9915
H -12.9192 -4.3895 21.8340
H -10.5545 -5.3550 21.1151
H -9.9012 -3.9227 21.3823
H -11.1108 -3.0556 19.6876
C -7.8946 -8.7964 17.3700
C -7.4405 -9.5684 16.1525
O -7.3749 -8.6974 15.1110
H -8.1184 -9.4372 18.2229
H -8.7845 -8.1830 17.2288
H -7.1183 -8.1234 17.7339
H -8.1326 -10.2760 15.6960
H -6.4452 -10.0108 16.1945
H -7.0190 -9.0709 14.3014
O -10.7634 -6.3607 18.3450
H -10.7269 -5.5066 18.7755
H -11.6509 -6.6770 18.5141
```

Atom charges from the Mulliken analysis, given in e for atoms 1 to 6: number 1, C, carries -0.11; number 2, O, carries -0.47; number 3, C, carries -0.70; number 4, C, carries 1.32; number 5, C, carries -1.67; number 6, N, carries -0.75

***

#x
Density functional theory data (ωB97M-V/def2-TZVPD) for 10 unconnected molecules or ions with the total composition C26H76N4O10.

Output
Frontier orbital gap, eV: 9.4517
SMILES string: COC[C@H](C)N.COC[C@H](C)N.COC[C@H](C)N.COC[C@H](C)N.CCO.CCO.CCO.CCO.CCO.O
E_LUMO, Eh: 0.016
Molar mass, g mol⁻¹: 604.912
E_HOMO, eV: -9.01

The geometry in XYZ format:
```
116
C26H76N4O10 | OMol25 | ωB97M-V/def2-TZVPD
C -4.6873 1.9375 4.8815
O -3.6093 1.0928 5.5050
C -2.6052 0.6210 4.6043
C -2.9883 -0.6917 3.8292
C -2.9158 -2.0010 4.7024
N -2.0891 -1.0216 2.7103
H -5.1518 1.3880 4.0627
H -4.2619 2.8907 4.5676
H -5.4676 2.1270 5.6186
H -2.3230 1.4554 3.9622
H -1.7716 0.3561 5.2548
H -3.9747 -0.5900 3.3767
H -3.1740 -2.8662 4.0918
H -3.5038 -1.7876 5.5951
H -1.9044 -2.2516 5.0222
H -2.2120 -0.2942 2.0204
H -2.4886 -1.7845 2.1826
C 0.3025 2.2145 -4.8914
O -0.8745 2.9642 -5.2249
C -0.9022 3.6610 -6.5249
C -2.4116 3.9982 -6.8153
C -2.5868 4.5567 -8.2505
N -2.8192 5.0730 -6.0084
H 0.6796 1.4827 -5.6058
H 0.0347 1.7771 -3.9296
H 1.1416 2.8875 -4.7152
H -0.3345 4.5819 -6.3925
H -0.4384 3.0788 -7.3212
H -3.0683 3.1436 -6.6521
H -3.6664 4.6288 -8.3826
H -2.1776 3.8478 -8.9703
H -2.1583 5.4659 -8.6722
H -3.7144 5.3024 -6.4158
H -2.8689 4.9647 -5.0054
C -4.5944 -3.7739 -3.1023
O -4.5202 -3.8225 -1.7323
C -3.1555 -3.6601 -1.2318
C -3.2046 -3.0153 0.2122
C -4.3914 -3.5208 1.1678
N -3.3811 -1.5626 0.0133
H -4.3069 -2.8291 -3.5636
H -5.5811 -4.0719 -3.4567
H -3.9991 -4.6183 -3.4498
H -2.7499 -4.6715 -1.2057
H -2.6228 -2.9093 -1.8154
H -2.2840 -2.9578 0.7931
H -4.8119 -4.4684 0.8311
H -5.2534 -2.8553 1.1215
H -4.1075 -3.6157 2.2159
H -4.1461 -1.5427 -0.6458
H -2.6046 -1.1489 -0.4827
C 4.3159 -3.2971 2.0815
O 4.9568 -2.0700 1.9257
C 5.4173 -1.7807 0.5711
C 5.3008 -0.2439 0.3312
C 6.3137 0.5814 1.1944
N 4.0458 0.1846 0.6358
H 3.5811 -3.5628 1.3216
H 3.7960 -3.2596 3.0388
H 4.9652 -4.1500 2.2791
H 6.4185 -2.1827 0.4162
H 4.8489 -2.2674 -0.2215
H 5.4334 -0.1245 -0.7441
H 6.2259 1.6329 0.9210
H 7.3663 0.3530 1.0273
H 6.0862 0.5828 2.2604
H 4.2076 1.1100 1.0066
H 3.8371 -0.3999 1.4325
C 1.9813 -1.2366 3.5124
C 1.8100 -1.8009 4.8933
O 2.9872 -2.3905 5.3225
H 1.1935 -0.5461 3.2113
H 1.8840 -1.9665 2.7087
H 2.8736 -0.6155 3.4336
H 1.0145 -2.5429 4.8243
H 1.3968 -0.9999 5.5062
H 3.2074 -3.2834 5.0471
C 2.8818 -2.0943 -2.6347
C 2.4656 -0.8268 -3.3736
O 1.3292 -0.2835 -2.6415
H 2.6398 -2.1381 -1.5728
H 3.9694 -2.0873 -2.7067
H 2.4715 -3.0074 -3.0660
H 2.4564 -0.9925 -4.4509
H 3.2945 -0.1518 -3.1604
H 1.6621 -0.0303 -1.7774
C 0.4347 1.9809 0.5923
C -0.5853 0.8614 0.3522
O -1.1087 0.8515 -0.9638
H 0.3632 2.7540 -0.1728
H 1.3886 1.4542 0.5649
H 0.2050 2.3905 1.5760
H -1.4821 1.0985 0.9245
H -0.1779 -0.0923 0.6878
H -0.3181 0.9360 -1.5019
C 2.6361 4.4978 0.9823
C 2.2005 5.9369 0.9549
O 0.9500 5.9568 0.3429
H 2.0733 3.7487 1.5392
H 3.5986 4.3951 1.4834
H 2.7344 4.1253 -0.0374
H 2.8902 6.6345 0.4798
H 2.0580 6.2618 1.9856
H 0.9737 6.0774 -0.6092
C 1.0807 -4.6270 -0.0342
C 0.6440 -3.2929 0.4390
O 0.0596 -3.2872 1.7388
H 0.2604 -5.2740 -0.3449
H 1.6087 -5.2090 0.7211
H 1.4856 -4.5358 -1.0421
H -0.0832 -2.9736 -0.3075
H 1.4833 -2.5984 0.4752
H -0.0812 -2.3778 2.0124
O -2.1483 4.3802 2.5339
H -2.0340 3.9204 1.7022
H -3.0386 4.7296 2.4946
```

Atom charges from the Mulliken analysis, given in e for atoms 1 to 6: number 1, C, carries -0.59; number 2, O, carries -0.44; number 3, C, carries -0.36; number 4, C, carries 0.50; number 5, C, carries -1.32; number 6, N, carries 0.17

***

Last place for stability: #x